Record 1
Density functional theory data (ωB97M-V/def2-TZVPD) for a molecular structure, C12H40AgN3O7 in a non-equilibrium geometry.

Geometry as XYZ:
```
63
Properties=species:S:1:pos:R:3:forces:R:3
Ag 2.459962 -2.378903 0.048123 -0.32 -0.05 -0.88
O 0.806680 -1.055315 -0.397642 -1.35 -0.68 0.42
H 0.419473 -0.219430 -0.723060 1.47 -0.24 -0.36
C 2.146458 5.250341 0.489812 -0.43 0.47 -0.54
C 1.368727 4.103949 -0.116424 1.48 -0.86 -0.67
C 0.669020 4.496566 -1.410685 -0.70 1.20 -0.73
O -0.167002 5.697113 -1.251903 0.80 -0.58 -0.10
C -1.406032 5.468817 -0.547994 1.15 -0.20 -1.09
N 2.433671 3.039043 -0.370062 -2.07 -0.02 0.44
H 1.448331 6.075362 0.631457 0.36 0.20 0.41
H 2.882122 5.559644 -0.252623 0.02 0.25 -0.16
H 2.739190 4.979941 1.363689 -0.52 -0.09 0.19
H 0.562569 3.747085 0.524556 0.61 -0.51 0.52
H 0.106408 3.749536 -1.970603 -0.76 -0.79 1.00
H 1.395768 4.617154 -2.214043 0.51 1.29 0.22
H -1.182824 4.797756 0.281441 -0.65 0.08 0.19
H -2.104137 5.051409 -1.273613 -0.26 -0.42 0.27
H -1.810913 6.431689 -0.236452 0.30 -0.06 0.21
H 3.139987 3.362599 -1.015455 0.04 0.53 -0.07
H 1.944491 2.317173 -0.879672 0.14 -0.62 -0.04
C -1.499679 0.107379 -4.796031 -1.20 -0.12 0.95
C -0.990663 0.076582 -3.320564 0.74 1.08 -2.10
C -1.985748 0.514238 -2.237347 -0.71 1.54 -1.27
O -2.420300 1.893864 -2.454531 0.47 -1.87 0.48
C -3.699094 2.161966 -1.927536 -0.14 0.74 -0.94
N -0.496745 -1.215412 -3.102703 0.11 -2.28 1.02
H -0.795483 -0.202823 -5.568034 0.66 0.49 0.52
H -1.918213 1.096461 -4.982161 -0.12 -0.16 -0.38
H -2.245343 -0.679419 -4.910231 -0.67 0.19 0.10
H -0.077503 0.649334 -3.482345 -0.05 0.96 1.15
H -1.681786 0.381233 -1.199071 0.66 0.05 0.10
H -2.859803 -0.129458 -2.336270 -0.28 -0.23 -0.19
H -4.504982 1.517274 -2.278264 0.20 -0.61 -0.27
H -3.903824 3.116845 -2.411691 -0.38 0.34 0.75
H -3.779083 2.169599 -0.840500 0.36 0.28 0.17
H -1.277319 -1.844051 -2.977742 -0.36 -0.50 -0.45
H -0.050687 -1.290979 -2.199693 0.68 -0.03 0.11
C 0.662112 -2.175928 3.116844 0.46 -0.91 0.19
C 1.312256 -3.552349 2.792427 -0.25 0.02 0.64
C 0.687602 -4.728796 3.589030 -1.25 0.54 0.51
O 1.054548 -5.993224 3.087097 0.41 -0.56 0.08
C 0.311217 -7.140349 3.590794 1.01 1.15 -0.28
N 1.169744 -3.872837 1.386316 -0.96 -0.16 -0.12
H 0.806675 -1.438415 2.327365 0.46 -0.15 0.10
H 1.124927 -1.848351 4.047747 -0.29 0.41 0.00
H -0.422374 -2.219337 3.217418 -0.04 -0.35 0.23
H 2.381838 -3.530219 3.001237 0.11 0.16 0.15
H -0.396245 -4.633819 3.523023 -0.48 0.12 -0.46
H 0.813178 -4.615319 4.665809 0.79 -0.17 0.26
H 0.359658 -7.142344 4.679708 -0.40 0.07 0.09
H 0.848030 -8.028459 3.257341 -0.10 0.15 -0.21
H -0.699627 -7.120362 3.183493 -0.11 -0.06 0.26
H 0.179341 -3.782057 1.210371 -0.58 0.72 -0.64
H 1.184242 -4.882497 1.408597 1.05 -0.66 -0.84
O -0.024673 0.853289 1.459504 -0.08 0.67 0.43
H 0.146583 0.203386 0.777942 0.34 -0.74 0.00
H -0.949846 1.074569 1.353080 -0.26 0.13 0.14
O 3.117155 -0.668833 1.367694 0.42 0.43 0.58
H 2.737685 0.176718 1.607001 -0.50 0.53 -0.13
H 3.917258 -0.729164 1.889637 0.40 -0.17 0.06
O -1.368458 -2.757757 0.257186 -0.67 -0.51 0.38
H -0.673100 -2.131711 0.055277 0.92 0.70 -0.26
H -1.945423 -2.730001 -0.506073 -0.18 -0.11 -0.13
```
Forces are in eV/Å.

Results
HOMO (spin up / spin down) = -5.53 / -9.19 eV
Total charge = 0
Energy = -1318.8335 a.u.
2S+1 = 3
Frontier orbital gap (spin up / spin down) = 6.0 / 6.0 eV

=====

Record 2
Density functional theory data (ωB97M-V/def2-TZVPD) for C4H8S in the gas phase in a non-equilibrium geometry.

Geometry as XYZ:
```
13
Properties=species:S:1:pos:R:3:forces:R:3
C 1.725564 -0.122604 -0.357200 -0.50 0.86 1.87
C 0.543713 -0.927664 0.281209 4.71 2.16 3.22
C -0.712717 -0.248203 0.485830 -2.96 1.22 -0.77
C -1.513504 0.845370 -0.278267 -1.20 0.74 0.27
H 2.170024 0.607504 0.454418 -1.43 -1.12 -1.34
H 1.322119 0.445848 -1.168589 0.19 0.47 -0.69
H 2.628299 -0.625237 -0.615005 0.25 -1.06 -0.64
H 0.925841 -1.118363 1.376850 -0.66 -0.66 -2.12
H -1.020353 -0.288171 1.492567 -0.50 0.05 1.14
H -1.133178 0.959356 -1.337050 -0.49 0.02 1.20
H -2.713732 0.394231 -0.378085 3.54 1.80 0.49
H -1.428288 1.942846 0.320994 -0.52 -3.07 -1.73
S -0.793783 -1.864912 -0.277672 -0.42 -1.41 -0.89
```
Forces are in eV/Å.

Results
HOMO = -8.73 eV
Total charge = 0
SMILES = C[C@@H]1S[C@@H]1C
Energy = -555.3024 a.u.
Frontier orbital gap = 9.6 eV